A structure of composition C18H7Cl5CrN3O8S, computed with the ωB97M-V functional and the def2-TZVPD basis.

Summary:
- multiplicity = 6
- net charge = -2
- LUMO energy (spin up / spin down) (eV) = 3.72 / 3.72
- ΔE to the lowest compared entry with this formula, charge and spin (kJ/mol) = 0.0
- gap between HOMO and LUMO (spin up / spin down) (Eh) = 0.1515 / 0.2602

```
43
Properties=species:S:1:pos:R:3:lowdin_charge:R:1
Cr -1.399 0.882 -0.101 0.679
O 0.078 2.182 -0.346 -0.234
N 0.074 3.037 -1.349 -0.187
C 1.258 3.593 -1.669 -0.009
C 1.357 4.524 -2.668 -0.073
C 0.197 4.883 -3.356 -0.098
C -0.994 4.290 -3.029 -0.101
C -1.086 3.322 -2.007 -0.657
S -2.523 2.509 -1.556 0.674
H 2.086 3.225 -1.082 0.145
H 2.324 4.942 -2.906 0.100
H 0.239 5.613 -4.155 0.097
H -1.907 4.531 -3.553 0.097
Cl -7.242 -3.642 2.297 0.607
C -6.006 -2.586 1.689 -0.731
C -4.685 -3.019 1.589 -0.702
Cl -4.283 -4.633 2.074 0.642
C -3.690 -2.178 1.113 -0.595
Cl -2.059 -2.707 0.987 0.767
C -3.964 -0.847 0.712 -0.475
O -3.067 -0.068 0.281 -0.233
C -5.322 -0.439 0.822 -0.602
Cl -5.695 1.174 0.333 0.688
C -6.312 -1.285 1.299 -0.708
Cl -7.950 -0.722 1.412 0.627
O 0.329 -0.587 -1.120 -0.010
C 0.705 -0.595 0.062 -0.638
O -0.024 -0.155 1.024 -0.138
C 2.085 -1.088 0.409 -0.122
C 2.299 -1.785 1.597 0.028
C 3.599 -2.198 1.861 -0.153
C 4.673 -1.925 1.043 0.058
C 4.444 -1.194 -0.137 -0.176
C 3.127 -0.803 -0.455 0.062
N 5.503 -0.870 -0.959 -0.426
O 5.273 -0.185 -2.018 -0.129
O 6.682 -1.263 -0.639 -0.137
N 3.853 -2.964 3.101 -0.360
O 2.910 -3.186 3.839 0.043
O 4.998 -3.276 3.368 0.041
H 1.495 -1.983 2.288 0.116
H 5.671 -2.249 1.286 0.108
H 2.947 -0.277 -1.380 0.115
```